Computed, not measured: a cluster of 3 separate species, C3H11NO3 in total at a distorted geometry, with ωB97M-V/def2-TZVPD.

Last column: Löwdin charge in e.
Atoms and positions in Å:
O  -0.80  -1.05  1.03  0.042
C  -0.08  -0.10  0.66  -0.216
C  1.33  -0.37  0.32  -0.373
C  1.90  -1.57  1.28  -0.014
N  1.61  -0.71  -1.07  0.053
H  -0.40  0.94  0.67  0.111
H  1.90  0.52  0.53  0.130
H  2.88  -1.78  0.97  0.037
H  1.38  -2.45  1.39  0.042
H  2.13  -0.94  2.18  0.096
H  2.53  -0.98  -1.07  0.043
H  1.09  -1.51  -1.31  0.073
H  -2.54  1.72  -0.71  0.000
H  -3.70  2.33  0.03  0.027
O  -2.85  1.93  0.17  -0.059
H  -1.01  0.88  -2.57  0.069
H  0.19  0.93  -1.69  0.000
O  -0.68  1.32  -1.76  -0.061

SMILES string: C[C@@H](N)C=O.O.O
net charge: 0
ΔE to the lowest compared entry with this formula, charge and spin: 2.291 eV
largest force on an atom: 5.7 eV/A
frontier orbital gap: 10.4719 eV
HOMO energy: -9.804 eV